A single C7H9N2O3P molecule at a distorted geometry, computed with wB97M-V/def2-TZVPD.

XYZ file:
```
22
Properties=species:S:1:pos:R:3:forces:R:3:lowdin_charge:R:1
C -1.6068 0.3936 -2.5417 2.970 -0.336 -2.652 -0.099
C -1.0504 0.6573 -3.8190 -1.548 0.485 2.626 -0.061
C 0.4001 -0.2800 -2.4554 0.117 -0.185 -0.670 -0.414
C 1.2810 -0.5956 0.7004 -0.570 -1.554 3.073 -0.336
C 0.9683 0.7056 0.7360 -0.140 -0.761 -0.962 -0.548
C 1.1209 -1.5996 1.8471 -0.102 -1.521 0.098 -0.051
C 0.3490 1.3823 1.8956 0.376 1.378 1.421 -0.027
N -0.6936 -0.1664 -1.7442 -0.293 -0.221 0.704 0.110
N 0.2056 0.1939 -3.7293 0.975 0.579 -1.372 0.072
O 3.1497 -0.7161 -2.6231 -0.083 0.325 -0.339 -0.237
O 2.0146 -1.1447 -0.3603 -0.024 0.117 -1.171 -0.130
O 1.1649 1.4587 -0.2942 1.033 -0.649 -1.725 -0.091
P 1.9973 -0.4979 -1.7677 -0.644 0.941 1.928 0.885
H -2.5599 0.6393 -2.3109 -2.691 0.546 1.224 0.071
H -1.4875 1.4637 -4.4046 0.572 -0.830 -0.918 0.125
H 0.9959 -1.1350 2.8657 0.642 -0.249 -1.163 0.063
H 2.0054 -2.3792 1.8480 -1.658 1.627 0.141 0.106
H 0.1494 -2.2131 1.7778 1.369 0.668 -0.304 0.087
H 0.9734 2.3206 1.8477 -0.621 -0.595 0.854 0.096
H 0.4345 0.8640 2.9477 -0.401 1.096 -2.296 0.108
H -0.6688 1.7742 1.6127 0.762 -0.842 0.583 0.097
H 0.8451 0.1981 -4.5307 -0.040 -0.018 0.920 0.174
```
Forces are in eV/Å.

Values from the calculation:
Orbital gap (spin up / spin down) (eV): 6.329 / 6.330
Total energy (hartree): -948.6463
Energy above the lowest of the compared OMol25 structures with the same formula, charge and spin (kJ/mol): 495.8
Molecular weight (g/mol): 200.13
HOMO energy (spin up / spin down) (eV): -7.288 / -7.289